Formula: C5H13N2
Source: the OMol25 dataset
Level of theory: ωB97M-V with the def2-TZVPD basis set

For the highest occupied orbital energy, the calculation gives -13.43 eV. As for the gap between HOMO and LUMO: 4.86 eV. The relative energy (zero: lowest compared OMol25 entry of this formula, charge and spin) comes out at 7.644 eV.

```
! wB97M-V def2-TZVPD RIJCOSX def2/J DEFGRID3
* xyz 1 1
N -0.07 1.32 0.51
C -0.17 0.00 -0.01
C 0.83 -0.96 0.61
C 2.25 -0.64 0.27
C 2.65 0.17 -0.70
C -1.65 -0.59 0.20
N -2.47 0.28 -0.42
H -0.42 1.41 1.47
H -0.10 0.12 -1.10
H -0.65 1.96 -0.02
H -3.99 1.70 -2.25
H 0.66 -1.99 0.30
H 0.63 -0.92 1.69
H 3.00 -1.26 0.75
H 1.98 0.82 -1.23
H 3.71 0.22 -0.95
H -1.86 -1.61 -0.14
H -1.79 -0.51 1.30
H -4.02 1.22 -2.83
H -3.37 -0.17 -0.59
*
```